ORCA calculation (wB97M-V/def2-TZVPD) on a structure of composition C59H39FeN6O2.

CARTESIAN COORDINATES (ANGSTROEM)
Fe1 0.2198 0.1879 -0.4990
C1 4.9438 -5.7537 -0.0581
C2 3.6703 -6.1083 0.3569
C3 2.6549 -5.1600 0.3799
C4 2.9105 -3.8500 -0.0021
C5 4.1957 -3.4934 -0.4032
C6 5.2061 -4.4417 -0.4372
C7 1.8531 -2.7904 -0.0292
C8 1.8931 -1.8328 0.9655
C9 2.5583 -2.0234 2.2292
C10 2.6672 -0.8114 2.7952
C11 2.0701 0.1257 1.8807
C12 2.2522 1.4952 1.9479
C13 3.4581 1.9960 2.6806
C14 4.6212 2.2080 1.9447
C15 5.7832 2.6239 2.5759
C16 5.7913 2.8418 3.9490
C17 4.6344 2.6361 4.6837
C18 3.4722 2.2115 4.0522
C19 1.5803 2.3775 1.1172
N1 0.6740 2.0370 0.1480
C20 0.3433 3.2215 -0.4562
C21 -0.4478 3.3586 -1.5871
C22 -0.4478 4.6816 -2.2872
C23 0.5345 4.9193 -3.2447
C24 0.6216 6.1557 -3.8665
C25 -0.2789 7.1640 -3.5424
C26 -1.2752 6.9220 -2.6093
C27 -1.3581 5.6848 -1.9822
C28 -1.0135 2.2850 -2.2481
C29 -1.9367 2.4272 -3.3514
C30 -2.0961 1.2078 -3.8811
C31 -1.2664 0.3116 -3.1122
N2 -0.6460 0.9844 -2.0886
C32 -0.9705 -0.9711 -3.4976
C33 -0.1921 -1.8374 -2.7314
C34 0.2573 -3.1165 -3.1991
C35 1.0731 -3.6116 -2.2436
C36 1.0982 -2.6451 -1.1833
N3 0.3041 -1.5674 -1.4876
C37 -1.2607 -1.3586 -4.9133
C38 -0.3102 -1.0720 -5.8888
C39 -0.5278 -1.4388 -7.2082
C40 -1.7012 -2.0937 -7.5645
C41 -2.6570 -2.3667 -6.5980
C42 -2.4371 -2.0004 -5.2754
C43 1.0103 4.3248 0.1819
C44 1.7824 3.8004 1.1534
N4 1.5440 -0.5226 0.7967
H1 5.7309 -6.4957 -0.0916
H2 3.4632 -7.1257 0.6630
H3 1.6585 -5.4388 0.7017
H4 4.3923 -2.4686 -0.6940
H5 6.1991 -4.1567 -0.7596
H6 2.8855 -2.9739 2.6189
H7 3.1047 -0.5581 3.7465
H8 4.6093 2.0321 0.8758
H9 6.6847 2.7737 1.9959
H10 6.6964 3.1737 4.4407
H11 4.6345 2.8032 5.7531
H12 2.5691 2.0492 4.6286
H13 1.2327 4.1291 -3.4931
H14 1.3914 6.3310 -4.6068
H15 -0.2006 8.1345 -4.0148
H16 -1.9934 7.6954 -2.3691
H17 -2.1356 5.4969 -1.2515
H18 -2.4055 3.3500 -3.6522
H19 -2.7246 0.9178 -4.7068
H20 -0.0165 -3.5607 -4.1419
H21 1.6113 -4.5450 -2.2381
H22 0.6006 -0.5584 -5.6048
H23 0.2160 -1.2064 -7.9594
H24 -1.8660 -2.3918 -8.5918
H25 -3.5806 -2.8600 -6.8721
H26 -3.1854 -2.2107 -4.5207
H27 0.8901 5.3595 -0.0943
H28 2.4278 4.3113 1.8490
O1 -3.1013 0.5065 -0.9954
C45 -2.7427 0.1174 0.0950
N5 -3.5980 -0.1815 1.1235
C46 -2.9185 -0.6808 2.2921
C47 -1.4510 -0.5800 1.8063
O2 -0.5172 -0.8933 2.5118
N6 -1.4313 -0.0996 0.5317
C48 -3.3292 -2.1228 2.5697
C49 -2.6251 -3.1917 2.0238
C50 -3.0705 -4.4932 2.2077
C51 -4.2279 -4.7401 2.9330
C52 -4.9330 -3.6784 3.4816
C53 -4.4829 -2.3781 3.3037
C54 -3.0763 0.2163 3.5146
C55 -2.4874 -0.1701 4.7175
C56 -2.5817 0.6417 5.8347
C57 -3.2732 1.8469 5.7693
C58 -3.8603 2.2339 4.5762
C59 -3.7568 1.4228 3.4499
H29 -4.5914 -0.2279 0.9816
H30 -1.7209 -3.0075 1.4561
H31 -2.5108 -5.3159 1.7810
H32 -4.5796 -5.7547 3.0692
H33 -5.8359 -3.8621 4.0499
H34 -5.0324 -1.5535 3.7430
H35 -1.9444 -1.1050 4.7648
H36 -2.1136 0.3352 6.7616
H37 -3.3490 2.4801 6.6441
H38 -4.3993 3.1708 4.5139
H39 -4.2037 1.7356 2.5154

Output
Spin multiplicity = 2
Highest occupied orbital energy (alpha / beta) = -0.25492 / -0.25097 hartree
Molar mass = 919.846 g/mol
Total charge = 0
DFT total energy = -109241.4206 eV



ORCA calculation (wB97M-V/def2-TZVPD) on a structure of composition C59H42F5NO20P in a non-equilibrium geometry.

CARTESIAN COORDINATES (ANGSTROEM)
N1 0.5560 3.3932 -1.9394
C1 -0.2895 2.6435 -2.2210
O1 -1.1628 1.7059 -2.5430
P1 -0.4061 0.2755 -2.8093
C2 -1.2018 -0.5271 -4.1744
C3 -0.5079 -1.8343 -4.6149
O2 0.2916 -1.5040 -5.7160
C4 -0.2646 -0.7302 -1.2354
F1 0.6462 -0.0826 -0.4975
F2 0.2015 -1.9538 -1.4456
C5 -1.5720 -0.8388 -0.3843
F3 -2.2990 -1.8733 -0.7753
F4 -2.2762 0.2833 -0.4113
F5 -1.2114 -1.0708 0.8759
H1 0.8969 0.6169 -3.2066
H2 -2.2653 -0.6651 -4.0279
H3 -1.1249 0.1615 -5.0108
H4 -1.2824 -2.5232 -4.9479
H5 0.0844 -2.3228 -3.8398
H6 1.0230 -2.1310 -5.7639
C6 3.7290 0.2025 3.5597
C7 3.2807 -0.2243 4.7392
C8 1.9362 -0.8296 4.8822
O3 1.5262 -1.2181 5.9549
C9 1.1031 -0.9436 3.6563
C10 1.5516 -0.5174 2.4787
C11 2.8993 0.0873 2.3385
O4 3.2965 0.4693 1.2552
H7 4.7123 0.6438 3.4569
H8 3.8761 -0.1490 5.6421
H9 0.1230 -1.3882 3.7796
H10 0.9614 -0.5893 1.5824
C12 -5.5466 2.4780 -7.1990
C13 -4.5243 1.6275 -7.2381
C14 -3.8645 1.1680 -6.0012
O5 -2.9208 0.3881 -6.0371
C15 -4.3790 1.6840 -4.7120
C16 -5.4000 2.5343 -4.6619
C17 -6.0649 2.9956 -5.9104
O6 -6.9957 3.7672 -5.8727
H11 -6.0434 2.8279 -8.0942
H12 -4.1330 1.2361 -8.1673
H13 -3.8815 1.3349 -3.8135
H14 -5.7832 2.9247 -3.7224
C18 8.2309 -0.5377 2.2656
C19 9.2198 -1.4273 2.2344
C20 9.8141 -1.9646 3.4866
O7 10.7137 -2.7742 3.4562
C21 9.2598 -1.4729 4.7726
C22 8.2724 -0.5812 4.8011
C23 7.6848 -0.0471 3.5528
O8 6.7808 0.7617 3.5966
H15 7.7836 -0.1329 1.3663
H16 9.6359 -1.8000 1.3072
H17 9.7026 -1.8800 5.6731
H18 7.8485 -0.2077 5.7247
C24 -7.7486 9.2920 -7.3568
C25 -7.2792 8.2401 -8.0230
C26 -6.8893 6.9944 -7.3183
O9 -6.4576 6.0365 -7.9250
C27 -7.0453 6.9655 -5.8421
C28 -7.5139 8.0173 -5.1761
C29 -7.9037 9.2640 -5.8807
O10 -8.3318 10.2206 -5.2742
H19 -8.0374 10.2102 -7.8520
H20 -7.1592 8.2416 -9.0988
H21 -6.7574 6.0478 -5.3478
H22 -7.6342 8.0165 -4.1001
C30 -4.7929 6.9584 -0.1617
C31 -5.5013 5.9576 -0.6797
C32 -4.9008 5.0158 -1.6509
O11 -5.5464 4.1012 -2.1271
C33 -3.4821 5.2258 -2.0267
C34 -2.7705 6.2245 -1.5115
C35 -3.3713 7.1713 -0.5348
O12 -2.7246 8.0771 -0.0650
H23 -5.2124 7.6583 0.5494
H24 -6.5379 5.7851 -0.4201
H25 -3.0661 4.5248 -2.7412
H26 -1.7338 6.3965 -1.7733
C36 -9.8200 -0.5012 -6.6971
C37 -8.6771 0.0403 -7.1092
C38 -7.7264 -0.7214 -7.9558
O13 -6.6817 -0.2264 -8.3289
C39 -8.0973 -2.1075 -8.3282
C40 -9.2402 -2.6505 -7.9170
C41 -10.1927 -1.8901 -7.0690
O14 -11.2327 -2.3818 -6.6950
H27 -10.5273 0.0368 -6.0788
H28 -8.3895 1.0522 -6.8497
H29 -7.3899 -2.6442 -8.9475
H30 -9.5292 -3.6606 -8.1772
C42 6.6442 -3.8783 8.5006
C43 6.8169 -2.7296 7.8533
C44 5.6933 -1.7863 7.6496
O15 5.8465 -0.7365 7.0558
C45 4.3671 -2.1678 8.1947
C46 4.1932 -3.3164 8.8423
C47 5.3188 -4.2612 9.0460
O16 5.1639 -5.3076 9.6384
H31 7.4510 -4.5808 8.6623
H32 7.7758 -2.4319 7.4498
H33 3.5588 -1.4645 8.0346
H34 3.2342 -3.6142 9.2470
C48 7.9381 -4.0788 14.0408
C49 7.3733 -4.4958 15.1710
C50 5.9844 -5.0217 15.1903
O17 5.4698 -5.3990 16.2195
C51 5.2518 -5.0656 13.9003
C52 5.8183 -4.6484 12.7714
C53 7.2037 -4.1237 12.7535
O18 7.7171 -3.7443 11.7199
H35 8.9484 -3.6914 14.0054
H36 7.8913 -4.4724 16.1212
H37 4.2416 -5.4530 13.9340
H38 5.3050 -4.6698 11.8205
C54 4.6229 -5.3400 -3.9199
C55 3.9217 -4.6824 -4.8401
C56 2.4529 -4.5447 -4.7294
O19 1.8109 -3.9428 -5.5739
C57 1.7870 -5.1638 -3.5602
C58 2.4842 -5.8221 -2.6381
C59 3.9605 -5.9614 -2.7447
O20 4.5943 -6.5565 -1.9061
H39 5.6976 -5.4530 -3.9810
H40 4.3850 -4.2222 -5.7035
H41 0.7109 -5.0521 -3.5025
H42 2.0182 -6.2832 -1.7766

Output
Highest occupied orbital energy = -0.40962 hartree
Molar mass = 1210.936 g/mol
Total charge = +1
DFT total energy = -127160.9981 eV



ORCA calculation (wB97M-V/def2-TZVPD) on a cluster of 8 separate species, C59H45BrFN3O28S in total in a non-equilibrium geometry.

CARTESIAN COORDINATES (ANGSTROEM)
C1 0.9237 2.2631 2.4200
C2 -0.2993 1.5568 1.6947
C3 0.0769 0.6549 0.4453
Br1 1.6353 1.5374 -0.4490
C4 0.3391 -0.8489 0.7785
C5 1.5026 -1.6090 0.2984
C6 1.7449 -3.0904 0.6523
C7 3.0094 -3.7254 0.0277
C8 3.2959 -3.3894 -1.4060
C9 4.5125 -4.0158 -2.0107
C10 5.3143 -4.9044 -1.1430
N1 5.0772 -5.2321 0.1707
C11 3.9635 -4.6320 0.7070
C12 0.8533 -3.8634 1.5086
C13 1.0621 -5.3535 1.9328
C14 1.0835 -6.3812 0.7420
C15 1.2412 -7.8373 1.3959
F1 -0.1447 -6.4218 0.0130
C16 -0.3835 -3.1398 2.0246
N2 -1.3660 -3.6681 2.8318
S1 -2.4997 -2.4540 3.0726
N3 -1.8097 -1.2136 2.1927
C17 -0.6276 -1.6573 1.6441
H1 0.5904 2.5424 3.4684
H2 1.8738 1.6630 2.4340
H3 1.0890 3.2547 1.8943
H4 -0.9529 2.3954 1.2926
H5 -0.9127 1.0399 2.4804
H6 -0.8183 0.6813 -0.2502
H7 2.2537 -1.1003 -0.3690
H8 2.6551 -2.6957 -2.0018
H9 4.8005 -3.7880 -3.0648
H10 6.2346 -5.3584 -1.6143
H11 3.7484 -4.8570 1.7914
H12 1.9704 -5.5380 2.5651
H13 0.1710 -5.6281 2.5803
H14 1.9669 -6.2692 0.0559
H15 0.2847 -8.4281 1.3749
H16 1.5131 -7.6999 2.4845
H17 2.0829 -8.4283 0.9172
O1 -1.7586 2.9978 4.8321
C18 -1.3565 3.0637 5.9792
C19 -0.8661 4.3080 6.5713
C20 -0.4184 4.3297 7.8302
O2 0.0359 5.4665 8.3971
C21 -0.3985 3.0958 8.6723
O3 0.0345 3.1549 9.8086
C22 -0.9112 1.8565 8.0878
C23 -1.3620 1.8355 6.8299
O4 -1.8413 0.7046 6.2713
H18 -0.8839 5.1937 5.9503
H19 0.3006 5.2179 9.3040
H20 -0.9077 0.9743 8.7133
H21 -2.0999 0.9514 5.3618
O5 -1.7831 3.5658 -0.0179
C24 -2.7510 3.8102 -0.7179
C25 -4.1159 3.8221 -0.1882
C26 -5.1533 4.0766 -0.9874
O6 -6.4197 4.0951 -0.5168
C27 -4.9649 4.3533 -2.4418
O7 -5.9396 4.5633 -3.1419
C28 -3.5995 4.3645 -2.9688
C29 -2.5600 4.1134 -2.1676
O8 -1.2937 4.1211 -2.6336
H22 -4.2382 3.6174 0.8670
H23 -6.9815 4.3001 -1.2889
H24 -3.4758 4.5834 -4.0209
H25 -0.7288 3.9126 -1.8617
O9 -3.1177 10.0565 3.5369
C30 -3.1709 9.2604 2.6181
C31 -3.6578 9.6240 1.2868
C32 -3.7140 8.7116 0.3123
O10 -4.1573 9.0263 -0.9230
C33 -3.2893 7.2986 0.5430
O11 -3.3729 6.4910 -0.3667
C34 -2.7801 6.9397 1.8658
C35 -2.7205 7.8529 2.8399
O12 -2.2524 7.5454 4.0670
H26 -3.9642 10.6497 1.1339
H27 -4.1016 8.1993 -1.4395
H28 -2.4591 5.9166 2.0140
H29 -2.3145 8.3719 4.5844
O13 -3.4666 -8.8161 0.7913
C36 -4.2001 -7.9941 1.3083
C37 -3.6939 -6.8736 2.1019
C38 -4.5388 -6.0053 2.6647
O14 -4.0921 -4.9637 3.3986
C39 -6.0175 -6.1433 2.5110
O15 -6.7528 -5.3398 3.0562
C40 -6.5234 -7.2492 1.6980
C41 -5.6789 -8.1165 1.1318
O16 -6.1231 -9.1422 0.3763
H30 -2.6210 -6.7849 2.2079
H31 -4.8945 -4.4902 3.6937
H32 -7.5955 -7.3281 1.5797
H33 -5.3211 -9.6190 0.0870
O17 5.7961 6.7007 -3.4128
C42 4.6893 6.4062 -3.0031
C43 3.5359 6.2478 -3.8915
C44 2.3359 5.9398 -3.3943
O18 1.2554 5.7854 -4.1961
C45 2.1239 5.7501 -1.9297
O19 1.0075 5.4881 -1.5221
C46 3.2785 5.8839 -1.0432
C47 4.4817 6.1889 -1.5391
O20 5.5613 6.3152 -0.7415
H34 3.7019 6.3901 -4.9507
H35 0.5118 5.5672 -3.5958
H36 3.1136 5.7262 0.0141
H37 6.3019 6.5390 -1.3379
O21 4.5894 -8.7523 0.9557
C48 5.0227 -9.6078 0.2069
C49 4.2231 -10.7513 -0.2328
C50 4.7489 -11.6750 -1.0427
O22 4.0295 -12.7360 -1.4623
C51 6.1604 -11.5786 -1.5234
O23 6.6063 -12.4516 -2.2458
C52 6.9520 -10.4227 -1.1033
C53 6.4252 -9.4966 -0.2959
O24 7.1358 -8.4209 0.1010
H38 3.2038 -10.8109 0.1240
H39 4.6329 -13.2513 -2.0321
H40 7.9662 -10.3554 -1.4725
H41 6.5347 -7.9052 0.6759
O25 0.1102 6.2396 -6.7489
C54 0.0551 5.4066 -7.6322
C55 -0.4572 5.7131 -8.9693
C56 -0.5173 4.7646 -9.9079
O26 -0.9838 5.0273 -11.1468
C57 -0.0721 3.3663 -9.6330
O27 -0.1613 2.5276 -10.5119
C58 0.4621 3.0630 -8.3063
C59 0.5275 4.0110 -7.3645
O28 1.0217 3.7419 -6.1361
H42 -0.7789 6.7285 -9.1558
H43 -0.9256 4.1813 -11.6319
H44 0.7971 2.0505 -8.1271
H45 0.9709 4.5782 -5.6225

Output
SMILES string = CC[C@@H](Br)c1cc(-c2cccnc2)c(C[C@@H](C)F)c2nsnc12.O=C1C=C(O)C(=O)C=C1O.O=C1C=C(O)C(=O)C=C1O.O=C1C=C(O)C(=O)C=C1O.O=C1C=C(O)C(=O)C=C1O.O=C1C=C(O)C(=O)C=C1O.O=C1C=C(O)C(=O)C=C1O.O=C1C=C(O)C(=O)C=C1O
Highest occupied orbital energy = -0.31630 hartree
Molar mass = 1374.971 g/mol
Total charge = 0
DFT total energy = -207301.4892 eV



ORCA calculation (wB97M-V/def2-TZVPD) on a structure of composition C59H46BF7N2O4PdS2Sb in a non-equilibrium geometry.

CARTESIAN COORDINATES (ANGSTROEM)
Pd1 0.5764 -0.0287 -0.0349
C1 -3.4207 -3.8080 -3.9897
C2 -2.7886 -3.5063 -2.6614
C3 -3.5525 -3.0389 -1.5951
C4 -2.9815 -2.8274 -0.3466
C5 -1.6281 -3.0734 -0.1698
C6 -0.8388 -3.5073 -1.2281
C7 -1.4224 -3.7182 -2.4615
S1 -0.9770 -2.9394 1.4820
O1 0.1508 -1.9436 1.4708
C8 -0.1889 -4.5472 1.4245
C9 -1.1728 -5.5707 1.3332
C10 -0.8225 -6.8543 1.0857
C11 0.5343 -7.1732 0.8203
C12 0.9100 -8.4845 0.4397
C13 2.2037 -8.7760 0.1258
C14 3.1799 -7.7588 0.1764
C15 2.8493 -6.4970 0.5777
C16 1.5126 -6.1639 0.9280
C17 1.1558 -4.8196 1.3487
C18 2.3723 -4.0409 1.8139
C19 2.9905 -4.6364 2.9819
C20 2.2689 -5.5191 3.8308
C21 2.8516 -6.0699 4.9345
C22 4.1995 -5.7944 5.2482
C23 4.9152 -4.9437 4.4601
C24 4.3242 -4.3347 3.3263
C25 5.0574 -3.4216 2.5235
C26 4.4338 -2.7599 1.5203
C27 3.0779 -3.0389 1.1977
S2 2.3680 -1.8086 0.0829
O2 3.3384 -1.5235 -1.0251
C28 2.6358 -0.4556 1.2979
C29 3.4553 0.5817 0.8521
C30 3.7438 1.6488 1.6938
C31 3.2375 1.6895 2.9859
C32 3.5330 2.8444 3.8982
C33 2.4539 0.6191 3.4314
C34 2.1532 -0.4493 2.6142
H1 -4.1261 -3.0303 -4.2734
H2 -3.9637 -4.7542 -3.9421
H3 -2.6685 -3.8973 -4.7731
H4 -4.6107 -2.8566 -1.7382
H5 -3.5844 -2.4836 0.4848
H6 0.2121 -3.7277 -1.0786
H7 -0.8172 -4.0878 -3.2810
H8 -2.2153 -5.3038 1.4617
H9 -1.5703 -7.6364 1.0532
H10 0.1437 -9.2479 0.3912
H11 2.4828 -9.7781 -0.1701
H12 4.2003 -7.9795 -0.1072
H13 3.6162 -5.7355 0.6042
H14 1.2333 -5.7435 3.6149
H15 2.2735 -6.7224 5.5751
H16 4.6562 -6.2526 6.1150
H17 5.9470 -4.7106 4.6917
H18 6.1002 -3.2346 2.7467
H19 4.9560 -2.0153 0.9319
H20 3.8995 0.5032 -0.1313
H21 4.3787 2.4505 1.3350
H22 4.0010 3.6675 3.3611
H23 4.2057 2.5360 4.7005
H24 2.6190 3.2106 4.3676
H25 2.0685 0.6300 4.4435
H26 1.5582 -1.2701 2.9821
O3 -5.1942 3.1196 -2.8311
C35 -5.3254 1.7422 -2.5263
N1 -3.9940 1.1997 -2.4911
C36 -3.5806 0.2267 -3.3382
O4 -4.2944 -0.3437 -4.1384
C37 -2.1327 -0.1553 -3.1887
C38 -1.3946 -0.5802 -4.2826
C39 -0.0662 -0.9354 -4.1031
C40 0.4999 -0.8127 -2.8492
N2 -0.2297 -0.4100 -1.7995
C41 -1.5278 -0.1204 -1.9484
H27 -6.0659 3.5289 -2.8130
H28 -5.8777 1.1988 -3.2932
H29 -5.8090 1.6102 -1.5547
H30 -3.3100 1.6989 -1.9410
H31 -1.8698 -0.6362 -5.2541
H32 0.5415 -1.2787 -4.9283
H33 1.5354 -1.0641 -2.6458
H34 -2.0633 0.1584 -1.0543
F1 -1.8918 3.7855 -6.0957
C42 -1.1989 3.4325 -5.0054
C43 -0.0025 2.7651 -5.1695
C44 0.7110 2.4032 -4.0356
C45 0.2282 2.7033 -2.7657
C46 -0.9805 3.3922 -2.6368
C47 -1.7037 3.7605 -3.7602
Sb1 1.3409 2.2065 -1.0428
C48 1.1197 3.9407 0.1036
C49 1.1010 5.1511 -0.5884
C50 0.9974 6.3473 0.1041
C51 0.9171 6.3026 1.4825
F2 0.8152 7.4564 2.1539
C52 0.9353 5.1184 2.1933
C53 1.0421 3.9264 1.4942
C54 3.2919 2.3745 -1.7925
C55 4.0664 3.4875 -1.4799
C56 5.3568 3.6003 -1.9779
C57 5.8497 2.5854 -2.7741
F3 7.0940 2.6925 -3.2545
C58 5.1131 1.4570 -3.0851
C59 3.8276 1.3540 -2.5811
H35 0.3589 2.5480 -6.1655
H36 1.6664 1.9087 -4.1641
H37 -1.3681 3.6410 -1.6576
H38 -2.6451 4.2852 -3.6836
H39 1.1586 5.1764 -1.6708
H40 0.9745 7.2999 -0.4062
H41 0.8544 5.1390 3.2712
H42 1.0379 2.9944 2.0359
H43 3.6729 4.2793 -0.8546
H44 5.9790 4.4553 -1.7525
H45 5.5515 0.6788 -3.6939
H46 3.2660 0.4483 -2.7768
F4 -1.5572 2.0819 0.0303
B1 -1.6579 1.4069 1.2821
F5 -0.3341 1.3683 1.8415
F6 -2.5151 2.0536 2.1215
F7 -2.0525 0.0784 1.0315

Output
Energy above the lowest of the compared OMol25 structures with the same formula, charge and spin = 89.3 kJ/mol
Highest occupied orbital energy (alpha / beta) = -0.38725 / -0.38725 hartree
Molar mass = 1283.139 g/mol
Total charge = +1
DFT total energy = -124486.5700 eV